No. 1
Below is a 5-piece molecular cluster, C10H30O5 overall, with properties calculated with ωB97M-V with the def2-TZVPD basis set.

Last column: Mulliken charge in e.
Geometry (Å):
C  4.36441  -14.85911  9.82226  -0.995
C  4.33832  -13.47255  10.46627  -0.300
O  4.88926  -13.61636  11.77652  -0.519
H  5.41152  -15.12147  9.68370  0.156
H  3.89535  -14.83413  8.83202  0.376
H  3.77102  -15.56749  10.39601  0.272
H  3.31044  -13.10531  10.53266  0.357
H  4.96758  -12.81343  9.86188  0.311
H  5.20598  -12.75988  12.12866  0.275
C  8.54328  -14.02140  10.02409  -0.692
C  9.60395  -13.32959  9.19978  -0.416
O  9.25681  -13.37801  7.80407  -0.541
H  8.51995  -15.06751  9.69874  0.257
H  7.55159  -13.60830  9.84595  0.149
H  8.75326  -14.10159  11.09002  0.375
H  10.58195  -13.81383  9.28254  0.272
H  9.71148  -12.28076  9.49973  0.293
H  10.01487  -13.03552  7.32380  0.312
C  7.52654  -16.90748  12.24986  -0.221
C  6.42066  -16.43270  13.19660  -0.453
O  6.60806  -15.03531  13.44941  -0.500
H  7.32091  -17.94016  11.93813  0.434
H  8.51888  -16.81629  12.67383  -0.050
H  7.44702  -16.34197  11.32032  -0.123
H  6.48823  -16.95420  14.14794  0.315
H  5.44414  -16.53513  12.72037  0.260
H  6.19540  -14.53153  12.71885  0.402
C  11.87169  -15.29133  11.63876  -1.095
C  11.27623  -16.67360  11.68036  0.049
O  12.33581  -17.61932  11.85761  -0.560
H  11.12478  -14.50123  11.58065  0.225
H  12.56195  -15.17745  10.79709  0.293
H  12.51462  -15.05703  12.49080  0.383
H  10.67321  -16.87263  10.79088  0.281
H  10.66376  -16.78989  12.58127  0.122
H  12.01493  -18.51378  11.72803  0.297
C  5.23903  -11.79280  15.80825  -1.146
C  6.07424  -11.67633  14.54884  0.040
O  5.28419  -11.36401  13.37820  -0.554
H  4.58738  -10.92837  15.97515  0.380
H  5.95171  -11.89850  16.62794  0.316
H  4.54152  -12.63049  15.77670  0.297
H  6.56898  -12.63363  14.38928  0.141
H  6.81074  -10.86985  14.63041  0.246
H  4.72508  -10.61740  13.61201  0.280

Computed properties:
Energy above the lowest of the compared OMol25 structures with the same formula, charge and spin (kcal per mole): 12.5
E_HOMO (eV): -9.647
Charge: 0
Gap between HOMO and LUMO (eV): 10.4
Spin multiplicity: 1
LUMO level (eV): 0.7
Total energy (eV): -21092.6491
SMILES: CCO.CCO.CCO.CCO.CCO

No. 2
Below is one molecule with the formula C4H4O3, with properties calculated with ωB97M-V with the def2-TZVPD basis set.

Last column: Mulliken charge in e.
Geometry (Å):
C  -1.62357  0.24871  -0.48571  -1.087
C  -0.36416  -0.56435  -0.41818  0.747
O  -0.06027  -1.46009  -1.17009  -0.499
C  0.58873  -0.26091  0.74289  0.439
O  0.26263  -0.39096  1.89953  -0.486
C  1.99785  0.21253  0.38794  0.006
O  2.27708  0.60023  -0.71681  -0.425
H  -2.15306  0.19459  0.47134  0.335
H  -2.25767  -0.11234  -1.29711  0.300
H  -1.36497  1.30046  -0.65969  0.315
H  2.69741  0.23212  1.24590  0.356

Computed properties:
Energy above the lowest of the compared OMol25 structures with the same formula, charge and spin (kcal per mole): 29.2
E_HOMO (eV): -9.799
Charge: 0
Gap between HOMO and LUMO (eV): 8.8
Spin multiplicity: 1
LUMO level (eV): -1.0
Total energy (eV): -10353.9442
SMILES: CC(=O)C(=O)C=O

No. 3
Below is one molecule with the formula C6H6OS, with properties calculated with ωB97M-V with the def2-TZVPD basis set.

Last column: Mulliken charge in e.
Geometry (Å):
C  0.90363  2.51376  1.63164  -0.276
C  0.45851  1.61760  0.82464  -0.936
C  -0.23337  0.42532  0.26443  1.196
C  -1.36541  0.32140  -0.67285  -0.662
C  0.42157  -1.74295  -0.87585  -0.690
C  0.52074  -0.72615  0.09113  -0.243
H  1.40525  3.22969  2.20333  0.442
H  -2.30954  0.36603  0.02236  0.290
H  -1.35037  1.00534  -1.47345  0.378
H  0.32101  -2.81529  -0.51092  0.321
H  1.31332  -1.81057  -1.58321  0.308
H  1.45494  -0.65374  0.57903  0.497
O  -0.31609  -0.52865  1.23223  -0.457
S  -1.22419  -1.20178  -1.73252  -0.169

Computed properties:
Energy above the lowest of the compared OMol25 structures with the same formula, charge and spin (kcal per mole): 95.9
E_HOMO (eV): -8.958
Charge: 0
Gap between HOMO and LUMO (eV): 9.8
Spin multiplicity: 1
LUMO level (eV): 0.8
Total energy (eV): -19196.9101
SMILES: C#C[C@@]12CSC[C@@H]1O2

No. 4
Below is a 2-piece molecular cluster, C2H7NOS2 overall, with properties calculated with ωB97M-V with the def2-TZVPD basis set.

Last column: Mulliken charge in e.
Geometry (Å):
C  1.29962  1.03842  1.33239  -0.693
S  2.45316  -0.28641  1.03689  -0.028
S  1.49762  -1.41438  -0.54167  -0.145
H  0.71547  1.20115  0.42369  0.137
H  1.89465  1.93817  1.42052  0.302
H  0.58783  0.71041  2.08225  0.325
H  0.34821  -0.72308  -0.48558  0.088
C  -3.46989  0.38685  -0.83972  0.082
N  -2.48306  0.63393  -1.77515  -0.487
O  -3.65977  1.01694  0.16406  -0.488
H  -4.22590  -0.34844  -1.17999  0.334
H  -1.78518  1.17548  -1.27863  0.280
H  -2.04756  -0.20907  -2.12927  0.293

Computed properties:
Energy above the lowest of the compared OMol25 structures with the same formula, charge and spin (kcal per mole): 22.6
E_HOMO (eV): -8.476
Charge: 0
Gap between HOMO and LUMO (eV): 8.5
Spin multiplicity: 1
LUMO level (eV): 0.0
Total energy (eV): -27395.0086
SMILES: NC=O.CSS